A cluster of 17 separate species, C24H35Cl48N3OP in total, computed with the ωB97M-V functional and the def2-TZVPD basis.

```
112
Properties=species:S:1:pos:R:3:lowdin_charge:R:1
C 8.656 3.847 1.544 -1.541
H -7.890 -9.933 -1.139 0.014
Cl -1.424 -3.140 -4.179 0.545
Cl -4.525 -1.096 5.005 0.494
Cl 7.802 -1.050 3.287 0.512
Cl -5.762 -1.308 -6.170 0.523
Cl 8.839 3.243 -0.107 0.518
C -8.513 -9.414 -1.856 -1.543
Cl 8.460 5.595 1.537 0.518
C -8.716 -6.825 -6.760 -1.559
Cl -2.688 -0.536 -3.935 0.480
H 3.637 4.318 1.596 0.076
H -2.043 1.836 -0.058 0.034
Cl 0.049 2.678 -5.168 0.537
Cl -1.224 1.488 8.634 0.522
H 3.118 2.630 1.614 0.064
H 0.238 1.752 -2.366 0.112
C 2.491 2.425 -0.862 -0.125
Cl 15.439 6.784 4.497 0.536
C 9.083 -1.254 2.090 -1.557
H 4.749 -2.185 2.612 0.009
H -8.395 1.093 -1.767 -0.023
C 4.975 2.965 -1.085 -0.070
H -5.960 0.507 5.925 0.012
Cl 15.727 4.700 6.500 0.541
C -8.793 1.550 -0.871 -1.567
H 4.828 3.027 1.415 0.008
C -2.380 -2.087 -3.139 -1.520
Cl -7.452 -8.589 -2.999 0.500
Cl -9.587 -5.977 -8.037 0.533
C -1.424 -1.805 3.075 -1.512
H -2.109 3.105 -1.914 0.112
Cl -7.228 -6.487 1.673 0.529
H 9.565 3.613 2.084 -0.001
Cl -9.832 -7.521 -5.591 0.529
Cl 10.635 -1.552 2.861 0.552
C -1.081 3.471 -1.988 -0.173
H -6.040 -2.675 -4.301 -0.055
Cl -4.029 0.704 7.219 0.501
Cl 11.751 7.856 5.748 0.539
Cl -7.349 -12.825 -7.555 0.532
C -8.056 -11.748 -6.350 -1.557
Cl 10.898 5.513 4.274 0.496
H 0.750 3.455 1.007 0.138
C -0.474 1.610 -6.503 -1.513
C 1.187 3.192 -1.063 -0.305
H -1.825 5.463 1.150 0.137
H -1.816 -1.885 -2.241 -0.017
H -0.660 -2.239 2.444 0.014
Cl -7.596 -0.982 -3.937 0.529
C 11.582 7.136 4.152 -1.559
C 4.696 -2.119 1.533 -1.561
C -0.049 2.401 -1.526 -0.344
H 1.381 3.940 -1.849 0.159
H -0.070 1.543 0.946 -0.006
H 8.831 -2.116 1.486 -0.014
Cl 14.055 4.246 4.171 0.516
Cl -7.820 -3.297 -5.685 0.560
H -0.211 5.834 1.671 0.137
Cl -5.239 -4.412 1.240 0.490
N 0.793 3.979 0.136 0.159
Cl -9.769 -12.100 -6.117 0.521
C -5.260 -0.206 6.339 -1.537
Cl 9.143 0.148 1.022 0.507
Cl 6.037 -3.032 0.861 0.554
C 3.814 3.336 1.147 -0.075
O -0.766 -0.155 -0.633 -0.420
H -0.517 5.464 -1.829 0.158
C -0.717 2.743 7.506 -1.550
H 2.742 1.994 -1.840 0.129
Cl -9.507 -8.245 -0.977 0.514
Cl 0.295 0.038 -6.362 0.552
C -0.334 4.711 -0.022 -0.346
H 0.330 2.946 7.691 0.010
C 3.651 3.346 -0.400 -0.393
Cl -7.289 -4.056 3.264 0.529
H -7.975 -10.734 -6.717 -0.050
Cl 4.824 -0.410 1.094 0.513
Cl -7.645 -8.058 -7.438 0.546
Cl -1.622 4.231 7.769 0.530
H 4.836 2.730 -2.148 0.082
Cl -2.228 1.485 -6.519 0.529
Cl -3.901 -2.861 -2.677 0.559
H -5.618 -5.682 3.168 0.014
H 16.357 4.652 4.250 0.012
N -0.977 4.769 -1.250 0.083
H 2.352 1.602 -0.150 0.112
Cl -7.181 -11.839 -4.823 0.503
Cl -9.272 0.262 0.230 0.532
Cl -6.145 -1.292 7.407 0.542
Cl -10.171 2.543 -1.331 0.538
Cl 10.606 8.161 3.096 0.521
Cl -7.511 2.542 -0.162 0.499
Cl -0.861 2.205 5.827 0.484
C -6.265 -5.224 2.432 -1.551
H -0.918 3.695 -3.047 0.059
C -6.722 -2.138 -4.944 -1.561
Cl -0.865 -1.868 4.740 0.549
P -0.762 1.281 -0.256 0.695
H 5.425 2.094 -0.596 0.059
H 12.569 7.045 3.717 -0.030
H -8.094 -6.104 -6.245 -0.035
Cl -1.668 -0.126 2.550 0.512
Cl 7.306 3.089 2.398 0.540
H 5.700 3.785 -1.010 0.076
Cl -2.910 -2.712 2.833 0.501
Cl 3.152 -2.784 1.012 0.536
H -0.154 2.069 -7.429 0.017
H 3.394 4.374 -0.694 0.125
Cl -9.539 -10.597 -2.661 0.514
C 15.505 5.043 4.789 -1.540
N -0.832 5.397 1.010 0.241
```

As for the total charge: +1. The calculation puts the orbital gap at 7.87 eV.

---

A structure of composition C60H46BrP3SiV, computed with the ωB97M-V functional and the def2-TZVPD basis.

```
112
Properties=species:S:1:pos:R:3:lowdin_charge:R:1
H -4.058 -5.152 -1.528 0.118
C -3.950 2.092 3.508 -0.051
C -3.138 -0.350 2.481 -0.126
V 0.005 -0.030 0.217 0.349
C 3.888 -0.133 4.814 -0.050
H 4.205 -2.142 4.127 0.117
C -0.404 0.208 4.863 -0.671
C 0.831 0.886 -5.302 -0.039
H -3.486 -3.949 -3.602 0.118
H 0.954 1.463 -6.209 0.120
H -2.762 -4.754 0.537 0.116
C 3.442 1.136 4.481 -0.048
C -6.001 -1.138 -0.931 -0.055
Br -0.680 0.349 6.725 0.816
H 3.455 1.925 5.222 0.118
H 4.236 -5.756 -1.975 0.117
H -4.660 2.439 -0.352 0.127
C -3.927 0.146 -2.246 -0.102
H -0.015 -1.903 4.951 0.116
C -1.458 2.772 -1.456 -0.273
C 3.826 0.106 -0.451 -0.362
H -0.753 2.302 4.521 0.120
C 3.776 -3.855 -1.097 -0.048
H 0.322 -4.245 -2.782 0.105
H 0.347 -2.095 2.514 0.114
C -2.925 -3.761 -2.696 -0.048
H -4.775 -1.051 0.812 0.093
H -5.197 0.109 -3.967 0.115
C 1.584 2.963 -0.756 -0.263
C 6.176 -0.351 -0.693 -0.048
H 7.150 -0.490 -0.243 0.117
P 0.362 -1.631 -1.454 1.028
H 4.653 -0.309 -3.714 0.115
C -2.521 -4.210 -0.367 -0.055
C 0.440 0.821 -2.906 -0.276
C -3.802 2.877 -0.848 -0.082
C -0.513 1.348 4.073 -0.106
H 6.883 -0.642 -2.696 0.116
C -3.243 -4.440 -1.531 -0.049
H 0.878 -2.305 -4.203 0.106
H -4.898 4.551 -1.604 0.121
C 3.597 3.162 0.583 -0.069
C 3.494 -4.977 -1.861 -0.047
C 6.026 -0.435 -2.069 -0.051
C 0.775 -1.229 -4.171 -0.075
H 3.045 -1.987 -0.354 0.049
C -0.311 1.239 2.712 -0.119
H 4.331 2.717 1.243 0.114
C -3.801 -0.157 -0.887 -0.331
C 1.589 -2.970 -1.590 -0.322
C 3.752 4.472 0.162 -0.035
H -4.496 1.002 5.266 0.118
C -3.941 4.048 -1.571 -0.033
H -0.398 2.131 2.091 0.126
C 2.833 5.032 -0.717 -0.042
H 1.071 4.732 -1.876 0.092
C -0.099 -1.032 4.315 -0.099
C 2.976 0.398 2.242 -0.369
C -2.857 4.566 -2.268 -0.040
H -1.631 -2.325 -3.630 0.108
H 2.709 0.177 -2.287 0.076
C 2.981 1.406 3.200 -0.084
C -4.838 -0.822 -0.240 -0.067
C -1.480 -3.301 -0.380 -0.108
C 3.867 -1.147 3.866 -0.054
H -6.811 -1.630 -0.407 0.115
H -0.797 4.340 -2.780 0.092
H -2.787 -1.296 2.081 0.109
C 2.825 -2.857 -0.956 -0.092
C -3.650 -0.280 3.763 -0.056
H 2.619 2.395 2.953 0.110
C 0.601 1.530 -4.097 -0.074
C -3.427 2.029 2.222 -0.078
C -2.559 2.247 -0.782 -0.393
C -1.155 -2.617 -1.555 -0.392
H 2.961 6.053 -1.053 0.119
C 3.410 -0.885 2.586 -0.117
C 1.296 -4.119 -2.327 -0.079
H -7.061 -1.007 -2.786 0.116
H 3.391 -1.677 1.844 0.105
H 4.737 -3.758 -0.609 0.115
H 2.020 -5.998 -3.042 0.118
C 2.251 -5.112 -2.466 -0.047
P 2.377 0.639 0.539 1.088
H -0.874 -3.155 0.512 0.097
H -3.128 0.668 -2.762 0.112
P -2.389 0.615 0.004 1.091
C -3.045 0.802 1.694 -0.368
C -6.137 -0.794 -2.264 -0.057
C -4.076 0.942 4.270 -0.053
Si 0.172 1.851 -1.316 0.709
C -5.093 -0.161 -2.924 -0.057
H 4.594 5.055 0.511 0.120
C 5.083 -0.080 0.119 -0.074
H 1.121 -1.008 -6.271 0.120
C -1.886 -2.840 -2.712 -0.084
H 4.248 -0.336 5.814 0.117
H -3.719 -1.175 4.368 0.121
H 0.559 2.614 -4.083 0.107
C 2.504 2.417 0.147 -0.353
H -4.264 3.046 3.910 0.118
C 0.099 -1.129 2.948 -0.090
H 5.220 -0.017 1.189 0.104
C 3.682 0.025 -1.836 -0.096
C -0.006 0.002 2.145 -0.349
C 1.765 4.281 -1.178 -0.067
C 4.775 -0.247 -2.640 -0.046
H -2.974 5.466 -2.859 0.119
H -3.307 2.938 1.649 0.105
C 0.923 -0.497 -5.339 -0.038
C -1.628 3.932 -2.215 -0.076
C 0.514 -0.591 -2.958 -0.360
```

As for the total charge: +2. The calculation puts the orbital gap (spin up / spin down) at 6.76 / 7.24 eV. Its multiplicity is 2.

---

A structure of composition C37H43Cl2N4O2Zr, computed with the ωB97M-V functional and the def2-TZVPD basis.

```
89
Properties=species:S:1:pos:R:3:lowdin_charge:R:1
H 0.586 3.038 4.330 0.081
C 3.252 1.051 -0.180 -0.111
H 1.719 5.261 1.542 0.072
H 0.121 5.549 0.835 0.092
C 1.007 -2.770 -2.111 -0.100
C -2.362 -1.348 -3.972 -0.038
C -0.478 -0.383 -5.329 -0.010
C 2.279 3.079 -1.365 -0.081
H 3.609 0.032 -0.346 0.120
H 0.113 -2.567 -2.680 0.102
C 1.386 0.496 -6.771 -0.037
H 4.290 4.241 -2.834 0.123
H 1.995 3.753 3.539 0.086
H 0.885 4.782 4.463 0.094
C 0.178 2.997 1.681 -0.094
N 1.164 -2.092 -0.971 0.005
H 1.415 1.565 -6.987 0.090
H 5.816 2.291 -2.776 0.143
H 4.726 1.528 1.300 0.151
C 0.108 4.185 2.539 -0.612
C 1.932 -3.692 -2.570 -0.018
Cl -2.256 1.174 -0.503 0.673
O 2.128 0.187 3.215 0.143
C 4.607 3.831 -1.869 -0.112
H -1.429 5.335 3.538 0.091
H 5.866 0.803 -0.780 0.125
C 5.526 1.840 -0.684 -0.108
H -3.207 -0.668 -4.104 0.093
C 1.170 -0.309 2.695 -0.452
H -2.442 -2.112 -4.744 0.089
H 6.379 2.433 -0.344 0.127
C -2.674 0.454 4.211 -0.039
C 2.373 -1.713 1.118 -0.469
H 5.460 4.425 -1.528 0.125
N 1.456 0.761 -1.752 -0.116
H 4.099 -3.383 0.012 0.131
C -0.381 -0.035 4.630 0.016
H -1.829 0.294 6.183 0.119
C 0.892 0.454 -3.005 -0.254
C 5.023 2.366 -2.029 -0.274
C 1.436 0.642 -4.274 0.026
H -1.747 3.591 3.510 0.077
C 0.948 3.920 3.796 -0.029
H 4.724 3.986 0.899 0.129
H 3.086 3.404 1.213 0.098
H 0.829 0.008 -7.569 0.078
H -3.834 -0.447 0.192 0.040
H -3.675 0.695 4.541 0.114
C 0.661 5.398 1.772 -0.035
H 1.741 -4.214 -3.497 0.118
Zr 0.425 0.119 -0.081 1.571
C 2.677 1.597 -1.503 -0.413
C -1.047 -0.616 -4.082 -0.270
H 4.116 0.511 -2.729 0.137
C 4.393 1.924 0.339 -0.257
H -0.996 -0.708 -6.225 0.123
C 0.268 1.997 0.991 -0.199
C 3.819 1.548 -2.532 -0.087
H -3.179 0.563 2.133 0.086
C -2.396 0.365 2.857 -0.141
H 2.477 1.034 0.612 0.066
H -2.464 -1.854 -3.010 0.052
C 3.459 3.916 -0.863 -0.275
H 1.448 3.175 -0.677 0.075
H -0.801 -0.382 -1.991 -0.022
H 2.405 1.083 -4.408 0.088
C -1.357 4.431 2.929 -0.040
C 3.082 -3.917 -1.835 -0.016
H 0.471 -0.175 5.282 0.131
Cl -1.812 -1.645 -0.035 0.652
C 0.756 0.243 -5.426 -0.247
C -1.648 0.239 5.117 -0.031
H 1.943 3.435 -2.345 0.134
H -3.351 -0.652 -1.524 0.017
C 3.914 3.371 0.498 -0.099
N 1.170 -1.087 1.493 -0.059
O 3.380 -1.824 1.761 0.136
C -3.021 -0.428 -0.520 -0.842
H 0.554 6.298 2.381 0.092
H 3.508 2.005 -3.467 0.098
H -1.981 4.561 2.044 0.088
N -1.193 0.071 2.375 0.032
H 3.832 -4.618 -2.179 0.122
C -0.365 -0.175 -2.966 -0.109
C 2.255 -2.368 -0.241 -0.210
C -0.210 -0.109 3.261 -0.218
C 3.244 -3.244 -0.635 0.026
H 3.138 4.955 -0.755 0.139
H 2.413 0.129 -6.796 0.086
```

Its energy relative to the best compared isomer or geometry (same formula, charge and spin) is 2.357 eV. As for the total charge: +1. The calculation puts the orbital gap at 7.07 eV.

---

The molecule C3H4N2O, computed with the ωB97M-V functional and the def2-TZVPD basis.

```
10
Properties=species:S:1:pos:R:3:lowdin_charge:R:1
C -0.155 -1.069 0.113 -0.080
H -2.240 -0.518 0.251 0.143
H 0.206 -1.466 1.052 0.118
H 2.663 0.208 -0.371 0.113
H -1.533 1.878 -0.063 0.121
N -1.276 -0.220 0.187 0.029
C 0.836 -0.182 -0.252 -0.455
N 0.434 1.107 -0.325 0.122
C -0.865 1.028 -0.078 -0.189
O 2.106 -0.578 -0.397 0.078
```

Its energy relative to the best compared isomer or geometry (same formula, charge and spin) is 1.477 eV. As for the total charge: 0. The calculation puts the orbital gap at 9.41 eV. Its structure (SMILES) is Oc1c[nH]cn1.

---

Record order is preserved below.
Energy: -642331.9378 -194427.5845 -75443.9922 -8202.4081 eV
Record order is preserved below.
F_max: 1.919 1.937 1.222 1.702 eV/A
Record order is preserved below.
Molar mass: 2114.282 1018.884 737.907 84.078 g mol⁻¹